{
  "formula": "C15H22N13O3STi",
  "method": "ωB97M-V/def2-TZVPD",
  "gap_ev": [5.720, 6.785],
  "s2": 2.017,
  "de_lowest_kcal_mol": 32.6,
  "charge": -1,
  "homo_ev": [-3.10, -4.44],
  "total_energy_ha": -2770.06097,
  "spin_multiplicity": 3,
  "species": ["Ti", "N", "C", "S", "N", "N", "C", "C", "C", "C", "C", "C", "N", "H", "H", "H", "H", "H", "H", "H", "C", "O", "C", "C", "O", "C", "C", "O", "C", "H", "H", "H", "H", "H", "H", "H", "H", "H", "H", "H", "H", "H", "H", "N", "C", "N", "N", "N", "N", "C", "N", "N", "N", "N", "H"],
  "positions_angstrom": [[-0.7131, -0.1931, -0.2930], [-1.2394, -4.4658, -2.0351], [-1.2525, -3.1283, -1.6625], [-2.0267, -2.7130, -0.1929], [-0.6457, -2.3191, -2.4783], [-0.5432, -1.0239, -2.0598], [-0.1046, -0.1700, -2.9880], [-0.0472, 1.1913, -2.6705], [0.2610, 2.1917, -3.6193], [0.1657, 3.5120, -3.2737], [-0.2554, 3.8360, -1.9698], [-0.5297, 2.8176, -1.0867], [-0.3912, 1.5152, -1.3720], [-2.0280, -4.9840, -1.6872], [-1.0335, -4.6041, -3.0139], [0.1249, -0.5392, -3.9812], [0.5296, 1.8929, -4.6244], [0.3815, 4.2914, -3.9933], [-0.3838, 4.8647, -1.6637], [-0.8735, 3.0494, -0.0899], [-0.6058, 2.3400, 2.8876], [0.1347, 2.0097, 1.7333], [1.5139, 1.8720, 1.9777], [2.1955, 1.6788, 0.6390], [1.8993, 0.4507, -0.0255], [2.8509, -0.5717, 0.3271], [2.6384, -1.7915, -0.5508], [1.5796, -2.5745, -0.0925], [1.9694, -3.5509, 0.8555], [-0.3170, 3.3307, 3.2612], [-1.6571, 2.3451, 2.6038], [-0.4505, 1.6051, 3.6854], [1.9024, 2.7842, 2.4535], [1.7004, 1.0137, 2.6295], [1.8603, 2.4705, -0.0329], [3.2790, 1.7554, 0.7827], [3.8549, -0.1654, 0.1483], [2.7393, -0.8524, 1.3753], [2.3686, -1.4479, -1.5532], [3.5591, -2.3860, -0.6014], [2.7314, -4.2113, 0.4231], [2.3529, -3.0998, 1.7732], [1.0722, -4.1191, 1.0883], [-3.0063, -0.4605, 2.2029], [-3.3925, 0.0938, 1.0070], [-4.6187, 0.4916, 0.7301], [-4.5440, 0.9801, -0.5227], [-3.3423, 0.9052, -0.9701], [-2.5627, 0.3367, -0.0190], [-1.7210, -0.8548, 2.4739], [-1.3527, -1.3545, 3.6441], [-0.0230, -1.4774, 3.5540], [0.3905, -1.0727, 2.4050], [-0.6650, -0.6682, 1.6647], [-3.7290, -0.8264, 2.7971]],
  "mulliken_charge": [-0.1045, -0.5490, 0.5852, -0.4884, -1.6568, 1.5311, -1.0241, 0.9608, -1.0950, -0.4048, -0.9948, -0.3031, 1.0343, 0.2385, 0.2515, 0.2843, 0.4307, 0.4064, 0.4251, 0.4072, -1.1298, 0.1545, -0.6602, -1.0312, -0.0581, -0.4072, -0.9772, -0.0442, -0.9116, 0.3385, 0.2689, 0.3799, 0.5298, 0.3487, 0.3255, 0.5827, 0.4575, 0.2795, 0.2049, 0.5136, 0.3260, 0.3405, 0.2205, 0.0355, -0.0213, -0.5563, -0.7314, -0.5215, 1.1777, 0.0341, -0.5307, -0.9486, -0.2643, 1.0838, 0.2571]
}

***

{
  "formula": "C13H41N11O8",
  "method": "ωB97M-V/def2-TZVPD",
  "smiles": "COCCNCCOC.NC(N)=O.NC(N)=O.NC(N)=O.NC(N)=O.NC(N)=O.CCO",
  "gap_ev": 9.010,
  "de_lowest_kcal_mol": 0.0,
  "homo_ev": -8.91,
  "total_energy_ha": -1724.30691,
  "species": ["C", "O", "C", "C", "N", "C", "C", "O", "C", "H", "H", "H", "H", "H", "H", "H", "H", "H", "H", "H", "H", "H", "H", "H", "N", "C", "N", "O", "H", "H", "H", "H", "N", "C", "N", "O", "H", "H", "H", "H", "N", "C", "N", "O", "H", "H", "H", "H", "N", "C", "N", "O", "H", "H", "H", "H", "N", "C", "N", "O", "H", "H", "H", "H", "C", "C", "O", "H", "H", "H", "H", "H", "H"],
  "positions_angstrom": [[1.6035, -3.0350, 2.1780], [0.5147, -2.8293, 1.3153], [-0.7598, -3.3267, 1.8208], [-1.6829, -3.6353, 0.6621], [-1.0877, -4.4513, -0.3718], [-1.1412, -3.8538, -1.6976], [-0.5044, -4.6937, -2.7523], [0.8834, -4.7275, -2.4626], [1.6070, -5.3593, -3.4825], [2.1729, -2.1148, 2.3678], [2.3420, -3.6805, 1.6889], [1.3525, -3.4140, 3.1706], [-1.1591, -2.5268, 2.4515], [-0.5164, -4.2053, 2.4239], [-2.0180, -2.6772, 0.2476], [-2.5310, -4.1387, 1.1390], [-0.1066, -4.6115, -0.1574], [-0.8172, -2.8012, -1.7703], [-2.2202, -3.7474, -1.8900], [-0.7427, -4.3225, -3.7508], [-0.8509, -5.7306, -2.6708], [1.3946, -5.0566, -4.5193], [1.4226, -6.4445, -3.4731], [2.6734, -5.1671, -3.3601], [0.5192, 4.5855, -0.3418], [-0.0649, 5.1720, -1.4624], [-0.3563, 4.3046, -2.4882], [-0.1844, 6.3992, -1.5506], [0.4030, 5.1543, 0.4827], [0.4790, 3.5883, -0.1729], [-0.4719, 3.2938, -2.4019], [-0.6695, 4.8136, -3.2979], [2.4812, -1.3726, -2.7233], [1.9581, -0.2425, -3.3088], [2.7928, 0.8699, -3.2735], [0.8334, -0.1880, -3.7892], [3.1901, -1.2343, -2.0316], [1.9822, -2.2362, -2.8129], [3.4793, 0.7532, -2.5484], [2.4225, 1.7778, -3.4881], [-2.4195, 2.6638, 2.5618], [-3.2252, 1.7266, 3.1425], [-4.1526, 2.1911, 4.0522], [-3.0444, 0.5036, 2.9455], [-2.5825, 3.6471, 2.6688], [-1.5809, 2.3595, 2.0580], [-4.6266, 1.4720, 4.5642], [-4.4866, 3.1323, 4.0122], [1.2603, 0.4323, 0.2955], [0.2464, 0.9762, 1.1092], [-0.5918, -0.0164, 1.5198], [-0.0845, 2.1688, 1.0878], [0.8690, -0.2483, -0.3340], [1.9015, 1.1077, -0.0817], [-1.3810, 0.1878, 2.1400], [-0.2512, -0.9630, 1.4514], [2.5239, 2.7831, 3.0092], [2.5921, 3.9246, 3.8102], [3.8554, 4.1040, 4.3485], [1.6747, 4.7006, 3.9834], [1.6359, 2.4854, 2.6494], [3.3871, 2.5599, 2.5558], [4.0547, 4.9159, 4.8971], [4.5603, 3.4168, 4.1804], [-2.8397, 1.6945, -1.0947], [-1.8924, 0.8051, -1.8779], [-0.7157, 1.5219, -2.2643], [-2.2647, 2.1534, -0.2913], [-3.5548, 1.0373, -0.5928], [-3.3797, 2.4161, -1.6995], [-2.3913, 0.4135, -2.7726], [-1.6077, -0.0459, -1.2438], [-0.1105, 0.8847, -2.6889]],
  "mulliken_charge": [-0.8981, -0.2599, -0.9540, -0.3829, -0.3830, -0.0505, -0.8806, -0.2385, -0.9279, 0.2435, 0.2775, 0.4002, 0.4746, 0.6174, 0.1701, 0.2841, 0.2356, -0.0104, 0.4546, 0.4325, 0.4128, 0.3489, 0.3592, 0.2613, -0.3830, 0.4134, -0.2720, -0.6975, 0.2157, 0.2711, 0.4044, 0.2074, -0.3472, 0.6444, -0.4249, -0.7309, 0.1829, 0.1936, 0.1876, 0.2693, -0.1253, 0.7102, -0.4346, -0.7741, 0.1984, -0.1178, 0.2505, 0.1809, -0.3319, 0.5015, 0.0931, -0.5761, 0.0104, 0.2946, 0.1048, -0.0278, -0.3907, 0.5116, -0.3863, -0.6051, 0.2637, 0.2275, 0.2362, 0.1524, -1.1604, 0.3760, -0.4803, 0.0576, 0.3889, 0.4116, 0.5300, -0.3086, 0.0981]
}

***

{
  "formula": "C6H9N",
  "method": "ωB97M-V/def2-TZVPD",
  "gap_ev": 7.721,
  "de_lowest_kcal_mol": 93.0,
  "homo_ev": -6.73,
  "total_energy_ha": -288.63390,
  "species": ["C", "C", "C", "C", "C", "C", "N", "H", "H", "H", "H", "H", "H", "H", "H", "H"],
  "positions_angstrom": [[-1.6166, 2.8150, 0.6335], [-1.0519, 1.6165, 0.0014], [-0.5443, 0.6544, -0.5207], [0.0359, -0.5058, -1.2321], [1.4088, -0.9443, -0.8757], [0.6741, -2.1407, 1.0915], [1.5534, -1.7672, 0.1597], [-2.1115, 2.5721, 1.5793], [-2.3550, 3.3086, -0.0088], [-0.8255, 3.5410, 0.8472], [0.0128, -0.3067, -2.3097], [-0.6137, -1.3811, -1.0345], [2.2974, -0.6899, -1.4368], [0.8703, -3.0103, 1.6983], [-0.1621, -1.4854, 1.2736], [2.4278, -2.2761, 0.1339]],
  "mulliken_charge": [-1.2998, 0.6933, 0.1019, -1.2544, -0.2624, -0.6710, -0.0728, 0.2916, 0.2989, 0.2825, 0.3015, 0.3945, 0.4225, 0.2658, 0.2444, 0.2636]
}

***

{
  "formula": "C2H6BrFSi",
  "method": "ωB97M-V/def2-TZVPD",
  "smiles": "C[Si](C)(F)Br",
  "gap_ev": 11.213,
  "de_lowest_kcal_mol": 0.0,
  "homo_ev": -10.45,
  "total_energy_ha": -3043.29588,
  "species": ["C", "Si", "C", "F", "Br", "H", "H", "H", "H", "H", "H"],
  "positions_angstrom": [[0.2816, 0.0834, -1.5602], [-0.4734, -0.4323, 0.0444], [0.3531, 0.3546, 1.6096], [-0.3891, -2.0535, 0.1144], [-2.6889, -0.0968, -0.0256], [1.0171, -0.6848, -1.9041], [-0.4708, 0.2255, -2.3994], [0.8448, 1.0621, -1.5694], [0.9545, 1.0485, 1.1209], [-0.2868, 0.8519, 2.4216], [0.8579, -0.3585, 2.1478]],
  "mulliken_charge": [-0.9505, 0.6892, -1.0124, -0.2799, -0.2839, 0.2934, 0.2796, 0.3267, 0.3036, 0.2994, 0.3346]
}

***

{
  "formula": "C2H7N3O3S",
  "method": "ωB97M-V/def2-TZVPD",
  "gap_ev": 10.151,
  "de_lowest_kcal_mol": 19.6,
  "homo_ev": -9.28,
  "total_energy_ha": -868.54444,
  "species": ["C", "C", "N", "N", "N", "O", "O", "O", "S", "H", "H", "H", "H", "H", "H", "H"],
  "positions_angstrom": [[1.8515, -0.3900, 1.0466], [-3.0573, 0.2474, -1.9190], [2.5807, 0.0982, 2.1283], [2.1101, -0.0695, -0.2073], [-2.8923, 0.2049, -0.6677], [0.9522, -1.1779, 1.3450], [-0.5559, -0.9591, -0.9869], [-0.4085, 1.1128, 0.4737], [-0.8041, -0.2894, 0.3474], [-2.3316, -0.3280, -2.4484], [-3.9173, 0.7023, -2.4755], [2.2446, -0.3562, 2.9574], [3.6381, 0.1831, 1.8841], [2.6691, 0.5603, -0.5653], [1.3062, -0.4108, -0.8222], [-3.3854, 0.8719, -0.0901]],
  "mulliken_charge": [0.6979, -0.2109, -0.5157, -0.2893, -0.4003, -0.6368, -0.6310, -0.5013, 0.8469, 0.2185, 0.2435, 0.2637, 0.2560, 0.1209, 0.3151, 0.2228]
}

***

{
  "formula": "C6H15N2",
  "method": "ωB97M-V/def2-TZVPD",
  "gap_ev": 9.902,
  "de_lowest_kcal_mol": 54.4,
  "charge": 1,
  "homo_ev": -12.96,
  "total_energy_ha": -346.82584,
  "species": ["C", "C", "C", "N", "H", "H", "H", "H", "H", "C", "C", "C", "N", "H", "H", "H", "H", "H", "H", "H", "H", "H", "H"],
  "positions_angstrom": [[0.3641, -1.5587, -2.2666], [-0.0406, -2.6231, -2.9875], [-1.6167, -0.8540, -1.3108], [-0.3560, -1.1386, -1.1035], [1.3746, -1.1088, -2.3206], [-0.7123, -3.3484, -2.5032], [0.3873, -2.9273, -3.9402], [-2.2495, -0.4542, -0.4748], [-2.0554, -0.8285, -2.3261], [-1.0032, 0.9490, 1.7552], [0.2515, 1.1318, 0.9796], [1.0470, 2.3201, 1.5406], [1.0631, -0.1762, 1.0373], [-1.4208, -0.0573, 1.6105], [-0.8817, 1.1062, 2.8139], [-1.7723, 1.6345, 1.4087], [0.1393, 1.3463, -0.1067], [0.9945, 2.3620, 2.6790], [0.5184, 3.2620, 1.2138], [2.1255, 2.3072, 1.2340], [0.5778, -0.8441, 0.3838], [2.0075, 0.0093, 0.7092], [1.2582, -0.5092, 1.9746]],
  "mulliken_charge": [-0.1063, -0.7082, -0.3068, -0.4101, 0.3113, 0.2625, 0.2718, 0.1833, 0.3252, -1.4726, 0.5137, -1.3044, -0.2414, 0.3935, 0.4206, 0.3827, 0.2388, 0.3189, 0.3496, 0.3969, 0.4541, 0.3741, 0.3528]
}

***

{
  "formula": "C5H8O4",
  "method": "ωB97M-V/def2-TZVPD",
  "gap_ev": [6.808, 2.841],
  "s2": 0.755,
  "de_lowest_kcal_mol": 28.4,
  "charge": -1,
  "homo_ev": [-3.71, -3.71],
  "total_energy_ha": -496.23980,
  "spin_multiplicity": 2,
  "species": ["C", "C", "O", "O", "H", "H", "H", "C", "C", "C", "O", "O", "H", "H", "H", "H", "H"],
  "positions_angstrom": [[0.9948, 1.8778, -1.6175], [-0.4288, 2.1043, -2.0754], [-0.9867, 3.0809, -1.4999], [-0.9753, 1.2327, -2.6740], [0.7048, 1.2480, -0.6817], [1.4116, 2.7353, -1.1378], [1.6362, 1.3347, -2.2990], [-0.8002, -1.0774, 1.0768], [0.1336, -1.9154, 0.2508], [-0.1980, -0.8089, 2.4964], [-1.1153, -0.5441, 3.3862], [0.9926, -1.1659, 2.6552], [-1.0111, -0.1093, 0.5818], [-1.7836, -1.5503, 1.3036], [0.9067, -1.3588, -0.4126], [-0.3676, -2.6936, -0.2711], [0.8862, -2.3900, 0.9183]],
  "mulliken_charge": [-0.4221, 0.5174, -0.7629, -0.6644, -0.2498, 0.3243, 0.2449, -0.4053, -0.9660, 0.7202, -0.2807, -0.5772, 0.3258, 0.3403, 0.2139, 0.3187, 0.3231]
}